Density functional theory data (ωB97M-V with the def2-TZVPD basis set) for C3H5N3O3 as an isolated structure.

Properties
E ... -507.24439 Eh
Kohn-Sham gap ... 0.3279 hartree
Highest occupied orbital energy ... -9.15 eV
Energy above the lowest of the compared OMol25 structures with the same formula, charge and spin ... 2.815 eV

```
14
Properties=species:S:1:pos:R:3:nbo_charge:R:1
N 0.1314 -1.2368 0.5015 -0.453
C 1.6569 0.9670 -0.1136 0.581
C 0.0896 -0.1742 -0.3772 0.472
C -0.7673 1.0761 0.4830 0.625
N 0.6788 -2.4767 0.1071 -0.648
N -1.3981 1.8091 -0.4320 -0.817
O 2.2911 1.4372 0.7044 -0.436
O -0.1784 -0.3244 -1.5751 -0.677
O -0.7556 1.1919 1.6854 -0.610
H 0.2340 -1.0302 1.4872 0.401
H -0.0674 -3.0822 -0.2079 0.360
H 1.3035 -2.3142 -0.6870 0.358
H -1.9283 2.6328 -0.1738 0.411
H -1.2900 1.5246 -1.4019 0.434
```

---

Density functional theory data (ωB97M-V with the def2-TZVPD basis set) for H12O14PbS2 as an isolated structure.

Properties
Total charge ... -2
E ... -2049.84296 Eh
Kohn-Sham gap ... 0.1640 hartree
Highest occupied orbital energy ... -0.77 eV
Energy above the lowest of the compared OMol25 structures with the same formula, charge and spin ... 1.794 eV

```
29
Properties=species:S:1:pos:R:3:nbo_charge:R:1
Pb -0.2682 0.4077 0.2684 1.505
S 3.2418 -0.3024 1.0203 2.638
O 4.0557 0.5378 1.8906 -1.120
O 3.9845 -0.5475 -0.1902 -1.095
O 2.8650 -1.5346 1.6829 -1.091
O 2.1317 0.5386 0.5863 -1.144
S -0.7541 -1.3815 -2.9582 2.640
O -0.6589 -0.2778 -1.9826 -1.157
O 0.2283 -1.1884 -3.9502 -1.080
O -0.4802 -2.6678 -2.3402 -1.110
O -2.1324 -1.4017 -3.5037 -1.122
O 0.4903 -0.6760 2.4317 -0.991
H 1.3742 -1.0016 2.2614 0.520
H 0.5290 -0.3326 3.3244 0.459
O -0.9676 2.2181 2.0045 -0.920
H -1.1079 3.1627 2.0702 0.469
H -1.4644 1.8503 2.7354 0.473
O 0.8470 -1.8865 -0.2189 -0.973
H 0.2285 -2.0686 -0.9264 0.502
H 1.0818 -2.7493 0.1226 0.481
O 0.4975 2.4966 -1.0847 -0.937
H 1.4394 2.6500 -1.1592 0.502
H 0.1289 2.8753 -1.8827 0.477
O -2.3886 1.6502 -0.6060 -0.932
H -2.7040 2.5329 -0.4122 0.462
H -2.9461 1.3482 -1.3231 0.499
O -2.0945 -1.1982 0.6908 -0.927
H -3.0037 -0.9136 0.5987 0.476
H -2.1529 -2.1403 0.8499 0.494
```

---

Density functional theory data (ωB97M-V with the def2-TZVPD basis set) for a 3-piece molecular cluster, C3H4N4O2 overall.

Properties
E ... -486.00776 Eh
Kohn-Sham gap ... 0.3304 hartree
Highest occupied orbital energy ... -9.93 eV
Energy above the lowest of the compared OMol25 structures with the same formula, charge and spin ... 5.971 eV

```
13
Properties=species:S:1:pos:R:3:nbo_charge:R:1
N -2.3379 0.5523 0.6156 -0.826
C -1.3666 0.9997 -0.1981 0.460
N -1.2434 0.6082 -1.4560 -0.160
O 0.1305 0.5549 -1.6432 -0.284
C 0.6879 0.8808 -0.4857 0.416
N -0.1589 1.4269 0.3269 -0.429
C 1.8570 0.0784 -0.1371 0.363
N 2.8352 -0.0673 0.5573 -0.392
H -2.5850 1.1390 1.3980 0.402
H -2.5634 -0.4330 0.6962 0.423
O 1.2577 -1.9333 0.2211 -1.011
H 1.0792 -2.1809 -0.6929 0.489
H 2.4078 -1.6258 0.7979 0.549
```

---

Density functional theory data (ωB97M-V with the def2-TZVPD basis set) for one molecule with the formula C27H36N4O4.

Properties
Structure (SMILES) ... CCCCOc1ccc(N(CC(=O)NC2CCCCC2)C(=O)CCC(=O)Nc2ccccn2)cc1
E ... -1570.52690 Eh
Kohn-Sham gap ... 0.3450 hartree
Highest occupied orbital energy ... -8.70 eV
Energy above the lowest of the compared OMol25 structures with the same formula, charge and spin ... 1.470 eV

```
71
Properties=species:S:1:pos:R:3:nbo_charge:R:1
C -0.8179 0.9473 -7.3070 -0.607
C -1.3520 1.1027 -5.8882 -0.398
C -0.2575 1.4104 -4.8644 -0.427
C 0.6166 0.1910 -4.5568 -0.070
O -0.1195 -0.8846 -4.0067 -0.496
C -0.4948 -0.8537 -2.7115 0.325
C -1.2779 -1.9337 -2.2879 -0.199
C -1.7357 -2.0103 -0.9918 -0.217
C -1.4139 -1.0124 -0.0750 0.072
C -0.6415 0.0639 -0.4874 -0.165
C -0.1810 0.1448 -1.7913 -0.324
H 0.4177 0.9956 -2.0720 0.228
H -0.4227 0.8623 0.2059 0.235
N -1.9113 -1.0752 1.2562 -0.454
C -1.4442 -1.9173 2.2042 0.711
O -1.9148 -1.9393 3.3313 -0.658
C -0.2517 -2.7663 1.8100 -0.494
C 1.0262 -1.9230 1.9832 -0.478
C 2.1468 -2.5234 1.1507 0.692
O 3.0040 -3.2411 1.6078 -0.597
N 2.0457 -2.1778 -0.1676 -0.631
C 2.8307 -2.5827 -1.2404 0.375
N 2.4705 -2.0206 -2.3906 -0.469
C 3.1364 -2.3484 -3.4840 0.053
C 4.1937 -3.2416 -3.4935 -0.288
C 4.5707 -3.8172 -2.2877 -0.149
C 3.8842 -3.4903 -1.1337 -0.284
H 4.1416 -3.9129 -0.1780 0.259
H 5.3922 -4.5172 -2.2470 0.219
H 4.7064 -3.4790 -4.4119 0.219
H 2.7963 -1.8693 -4.3921 0.190
H 1.3067 -1.5431 -0.4496 0.428
H 0.8464 -0.8943 1.6654 0.218
H 1.3251 -1.9217 3.0312 0.243
H -0.3412 -3.1078 0.7794 0.230
H -0.2093 -3.6331 2.4692 0.246
C -2.9489 -0.1143 1.6097 -0.305
H -3.4430 0.2148 0.6950 0.232
C -2.3270 1.1055 2.3138 0.668
O -2.1319 2.1516 1.7262 -0.647
N -2.0182 0.8575 3.5946 -0.624
H -2.1358 -0.0970 3.9172 0.438
C -1.3116 1.7855 4.4671 -0.040
C 0.0889 2.0950 3.9298 -0.414
C 0.8248 3.0336 4.8801 -0.395
C 0.0356 4.3252 5.0695 -0.396
C -1.3624 4.0206 5.5986 -0.395
C -2.1005 3.0841 4.6477 -0.415
H -3.0945 2.8536 5.0367 0.208
H -2.2174 3.5594 3.6736 0.228
H -1.9281 4.9471 5.7122 0.210
H -1.2841 3.5532 6.5836 0.190
H -0.0474 4.8406 4.1106 0.197
H 0.5617 4.9845 5.7628 0.206
H 1.8167 3.2562 4.4816 0.209
H 0.9556 2.5418 5.8472 0.191
H 0.6476 1.1631 3.8091 0.203
H -0.0126 2.5667 2.9513 0.220
H -1.2199 1.2852 5.4373 0.197
H -3.6664 -0.6042 2.2732 0.232
H -2.3551 -2.8390 -0.6816 0.224
H -1.5227 -2.6984 -3.0073 0.222
H 1.0306 -0.2109 -5.4846 0.192
H 1.4493 0.4619 -3.8978 0.187
H -0.7279 1.7544 -3.9414 0.212
H 0.3858 2.2101 -5.2362 0.207
H -2.0812 1.9156 -5.8725 0.203
H -1.8664 0.1876 -5.5882 0.207
H -0.2812 1.8431 -7.6131 0.200
H -0.1438 0.0982 -7.3831 0.198
H -1.6395 0.7871 -8.0010 0.213
```

---

Density functional theory data (ωB97M-V with the def2-TZVPD basis set) for C34H49Cl2N2O2P3V as an isolated structure.

Properties
Multiplicity ... 2
Total charge ... +2
E ... -4472.84779 Eh
Kohn-Sham gap (spin up / spin down) ... 0.1623 / 0.1745 hartree
Highest occupied orbital energy (spin up / spin down) ... -12.31 / -12.31 eV
Energy above the lowest of the compared OMol25 structures with the same formula, charge and spin ... 0.000 eV

```
93
Properties=species:S:1:pos:R:3:mulliken_charge:R:1
P -0.1123 -3.4306 -0.1519 0.464
C -1.3210 -4.8180 -0.1443 0.126
C -1.4451 -5.7432 -1.1961 0.197
H -0.8499 -5.6334 -2.1047 0.293
C -2.3197 -6.8291 -1.0716 -0.679
H -2.3953 -7.5431 -1.8967 0.410
C -3.0780 -6.9888 0.0919 -0.492
H -3.7607 -7.8352 0.1764 0.392
C -2.9613 -6.0645 1.1392 -0.684
H -3.5461 -6.1942 2.0502 0.401
C -2.1035 -4.9748 1.0196 -0.302
H -2.0167 -4.2480 1.8275 0.350
C 0.4466 -3.5116 -1.9039 0.474
C -0.3377 -2.8337 -2.8622 -0.606
H -1.1962 -2.2429 -2.5367 0.569
C -0.0322 -2.9444 -4.2161 -0.628
H -0.6538 -2.4360 -4.9545 0.440
C 1.0705 -3.7031 -4.6315 -0.614
H 1.3195 -3.7814 -5.6902 0.415
C 1.8605 -4.3638 -3.6865 -0.620
H 2.7220 -4.9635 -3.9924 0.424
C 1.5519 -4.2684 -2.3255 -0.232
H 2.1650 -4.8025 -1.5971 0.303
C 1.3135 -4.2656 0.6667 0.109
C 1.3677 -5.6492 0.9011 -0.076
H 0.5182 -6.2872 0.6411 0.274
C 2.5156 -6.2251 1.4528 -0.706
H 2.5374 -7.3056 1.6203 0.415
C 3.6107 -5.4229 1.7834 -0.497
H 4.5000 -5.8773 2.2231 0.389
C 3.5637 -4.0405 1.5555 -0.794
H 4.4200 -3.4147 1.8050 0.411
C 2.4176 -3.4575 1.0143 0.053
H 2.3768 -2.3784 0.8559 0.104
V -1.6823 2.0329 0.5941 -0.883
C -0.2248 2.9271 -0.6709 -1.474
C 0.7416 2.1763 -1.2349 0.682
H -0.2159 4.0282 -0.7357 0.745
C 0.6611 0.6719 -1.0291 1.718
O 1.9223 0.2336 -0.4663 -0.382
H 1.8611 -0.7036 -0.2008 0.128
C -0.4501 0.3708 -0.1062 -0.311
H 0.5058 0.1686 -2.0022 0.184
C -1.2496 -0.1569 0.7086 -0.957
Cl -1.9416 4.2446 1.3161 -0.419
Cl -3.5635 1.3775 1.7395 -0.314
P -3.0006 2.4756 -1.3453 1.449
C -4.3223 3.6348 -0.8408 -1.343
H -3.8820 4.6221 -0.6522 0.376
H -4.7838 3.2683 0.0844 0.389
H -5.0654 3.6950 -1.6452 0.453
C -2.5236 3.0862 -2.9821 -1.138
H -1.7419 2.4388 -3.4001 0.306
H -2.1471 4.1148 -2.9037 0.327
H -3.4059 3.0657 -3.6388 0.480
C -3.8615 0.9236 -1.7102 -1.248
H -4.3495 0.5656 -0.7979 0.382
H -3.1304 0.1814 -2.0499 0.272
H -4.5975 1.1130 -2.4996 0.481
P 2.1198 2.8941 -2.1889 1.448
C 1.8483 4.6437 -2.4474 -1.304
C 2.1790 2.0376 -3.7614 -1.308
H 1.8452 5.1779 -1.4861 0.438
H 0.9026 4.8218 -2.9798 0.375
H 2.6849 5.0139 -3.0603 0.428
H 2.1719 0.9515 -3.5946 0.373
H 3.1048 2.3280 -4.2766 0.479
H 1.3127 2.3279 -4.3735 0.416
C 3.6179 2.6347 -1.2505 -1.307
H 3.6354 3.3091 -0.3840 0.464
H 4.4770 2.8422 -1.9004 0.508
H 3.6361 1.5926 -0.9076 0.304
H -1.5634 -1.0047 1.3049 0.789
C 2.0899 3.0081 2.3603 -1.159
N 1.2976 3.6663 3.3774 0.239
C 1.5941 5.0609 3.6445 -1.236
C 0.0914 3.0673 3.6748 0.457
O -0.2734 2.0395 3.0669 -0.722
N -0.7262 3.6443 4.6383 0.195
C -0.2140 4.2276 5.8637 -1.027
C -2.0360 3.0328 4.7928 -0.726
H 3.1565 3.1773 2.5436 0.489
H 1.8436 3.3818 1.3557 0.239
H 1.8690 1.9410 2.3988 0.362
H 0.6663 5.6382 3.7549 0.418
H 2.2058 5.1825 4.5507 0.296
H 2.1768 5.4782 2.8144 0.396
H -0.8081 5.1273 6.0850 0.335
H -0.3281 3.5329 6.7134 0.367
H 0.8368 4.4991 5.7703 0.320
H -2.5359 2.9656 3.8178 0.009
H -1.9635 2.0172 5.2150 0.309
H -2.6146 3.6641 5.4756 0.350
```